Entry 1:
Entry from OMol25: a structure of composition C18H22N2O3 at a distorted geometry (the ωB97M-V functional and the def2-TZVPD basis).

Computed properties:
**Kohn-Sham gap**: 8.016 eV
**Strongest force on any atom**: 0.347 Eh/bohr
**LUMO level**: -0.2 eV

Atoms and positions in Å:
O1 -2.19 0.71 2.35
C1 -1.33 1.38 1.65
N1 0.02 1.39 1.98
H1 0.67 1.95 1.56
C2 0.48 0.95 3.40
H2 1.47 1.08 3.68
H3 -0.27 0.90 4.36
C3 0.62 -0.73 3.18
C4 1.57 -1.24 2.14
C5 2.67 -1.61 2.41
C6 3.86 -2.25 1.33
C7 3.43 -1.78 -0.03
C8 1.73 -1.98 -0.12
C9 0.96 -1.38 0.67
H4 1.00 -0.17 0.34
H5 -0.14 -1.75 0.83
H6 1.52 -3.17 0.17
H7 1.42 -2.10 -1.14
H8 3.40 -0.71 -0.37
H9 3.86 -2.46 -0.72
H10 3.93 -3.12 1.52
H11 4.72 -1.84 1.67
H12 3.11 -1.75 3.39
H13 -0.52 -1.32 3.05
H14 1.05 -1.13 4.02
C10 -1.52 2.11 0.37
N2 -0.94 1.58 -0.58
C11 0.51 1.82 -1.14
O2 1.02 2.58 -0.22
C12 0.93 1.22 -2.25
O3 0.15 0.78 -3.29
C13 -0.92 0.23 -2.66
C14 -1.64 -0.89 -3.46
C15 -2.75 -1.46 -2.80
C16 -3.15 -1.25 -1.54
C17 -2.44 -0.43 -0.99
C18 -1.38 0.56 -1.45
H15 -2.99 -0.33 0.21
H16 -3.93 -1.87 -1.19
H17 -3.10 -2.47 -3.45
H18 -1.45 -1.12 -4.40
H19 1.66 0.16 -1.83
H20 1.65 1.98 -2.66
H21 -2.63 2.19 0.39
H22 -0.95 3.11 0.57


Entry 2:
Entry from OMol25: a structure of composition C29H20ClCuN4O4S at a distorted geometry (the ωB97M-V functional and the def2-TZVPD basis).

Computed properties:
**Kohn-Sham gap**: 6.815 eV
**Strongest force on any atom**: 0.040 Eh/bohr
**Net charge**: -2
**LUMO level**: 4.4 eV

Atoms and positions in Å:
Cu1 1.06 -2.05 3.02
S1 3.15 -2.63 3.43
C1 3.81 -1.26 2.50
C2 4.92 -1.42 1.66
C3 5.33 -0.41 0.85
C4 4.69 0.82 0.96
C5 3.64 0.96 1.82
N1 3.18 -0.07 2.55
H1 5.42 -2.35 1.55
H2 6.09 -0.59 0.09
H3 5.04 1.69 0.38
H4 3.10 1.92 1.87
O1 1.35 4.30 -5.67
C6 1.23 4.70 -4.49
O2 1.54 5.83 -4.11
C7 0.77 3.76 -3.44
C8 0.70 4.03 -2.08
Cl1 1.44 5.28 -1.14
N2 0.08 3.01 -1.43
N3 -0.24 2.02 -2.29
C9 0.12 2.48 -3.48
C10 -0.19 1.67 -4.72
O3 0.28 2.15 -5.86
O4 -0.80 0.62 -4.66
C11 -0.18 2.91 0.00
C12 -0.65 4.03 0.65
C13 -0.91 3.93 2.02
C14 -0.73 2.70 2.68
C15 -0.20 1.60 2.02
C16 0.05 1.70 0.64
H5 0.81 3.14 -5.79
H6 -0.81 4.96 0.15
H7 -1.38 4.76 2.56
H8 -0.90 2.59 3.74
H9 -0.17 0.68 2.54
H10 0.46 0.83 0.07
N4 -0.60 -1.66 2.32
C17 -1.27 -2.17 1.36
C18 -2.42 -1.44 0.67
C19 -3.02 -1.95 -0.48
C20 -4.03 -1.21 -1.12
C21 -4.59 -0.12 -0.49
C22 -4.06 0.38 0.68
C23 -2.94 -0.28 1.21
C24 -1.08 -3.60 0.96
C25 -1.87 -4.60 1.52
C26 -1.61 -5.98 1.36
C27 -0.52 -6.35 0.56
C28 0.24 -5.36 -0.07
C29 -0.07 -4.00 0.08
H11 -2.69 -2.92 -0.88
H12 -4.59 -1.52 -2.01
H13 -5.38 0.43 -1.05
H14 -4.50 1.24 1.24
H15 -2.56 0.11 2.11
H16 -2.63 -4.24 2.24
H17 -2.13 -6.74 1.92
H18 -0.33 -7.38 0.52
H19 1.05 -5.69 -0.74
H20 0.46 -3.24 -0.48


Entry 3:
Entry from OMol25: a structure of composition C34H38N6O6P2W at a distorted geometry (the ωB97M-V functional and the def2-TZVPD basis).

Computed properties:
**Kohn-Sham gap (alpha / beta)**: 4.702 / 4.555 eV
**Strongest force on any atom**: 0.165 Eh/bohr
**Net charge**: +2
**⟨S²⟩**: 2.39
**LUMO level (alpha / beta)**: -8.9 / -9.0 eV
**Spin multiplicity**: 3

Atoms and positions in Å:
W1 -0.11 -0.28 -1.46
C1 -1.27 0.26 1.69
C2 -1.55 0.62 0.28
C3 -1.49 2.12 -0.03
C4 -0.33 2.65 -0.88
C5 0.82 1.69 -1.05
C6 1.34 0.99 0.11
C7 0.95 1.41 1.51
C8 -0.08 0.58 2.22
C9 0.53 -1.86 -0.34
H1 -1.99 -0.36 2.23
H2 -2.46 0.14 -0.11
H3 -1.51 2.69 0.92
H4 -2.43 2.39 -0.54
H5 -0.69 2.96 -1.86
H6 0.04 3.57 -0.40
H7 1.51 1.90 -1.87
H8 2.29 0.47 -0.01
H9 0.64 2.48 1.52
H10 1.87 1.39 2.14
H11 1.87 -0.63 4.91
H12 0.17 0.29 3.25
H13 0.21 -1.69 0.70
H14 1.62 -2.00 -0.40
H15 -0.01 -2.70 -0.81
P1 1.43 -0.67 -3.08
P2 -1.72 -0.39 -3.10
N1 2.94 0.23 -3.15
N2 2.20 -2.27 -3.50
N3 -2.21 1.23 -3.74
N4 -3.37 -1.12 -3.47
C10 0.59 -0.38 -4.68
C11 -0.82 -1.00 -4.61
C12 3.91 0.16 -2.15
C13 5.01 0.89 -2.56
C14 4.70 1.46 -3.84
C15 3.42 1.04 -4.17
C16 2.15 -3.45 -2.78
C17 2.68 -4.47 -3.56
C18 3.07 -3.90 -4.81
C19 2.79 -2.54 -4.73
C20 -2.97 2.15 -3.02
C21 -3.02 3.34 -3.74
C22 -2.30 3.14 -4.96
C23 -1.82 1.84 -4.93
C24 -4.15 -0.76 -4.57
C25 -5.22 -1.62 -4.68
C26 -5.10 -2.58 -3.62
C27 -3.95 -2.25 -2.90
H16 1.16 -0.85 -5.50
H17 0.57 0.71 -4.87
H18 -1.40 -0.78 -5.52
H19 -0.76 -2.10 -4.50
H20 3.73 -0.42 -1.25
H21 5.93 0.99 -2.01
H22 5.34 2.07 -4.45
H23 2.80 1.24 -5.03
H24 1.75 -3.47 -1.78
H25 2.76 -5.51 -3.27
H26 3.49 -4.40 -5.66
H27 2.94 -1.75 -5.46
H28 -3.46 1.86 -2.10
H29 -3.51 4.25 -3.44
H30 -2.15 3.84 -5.76
H31 -1.26 1.29 -5.67
H32 -3.89 0.10 -5.18
H33 -5.99 -1.57 -5.44
H34 -5.77 -3.40 -3.43
H35 -3.50 -2.71 -2.03
O1 -0.44 -0.68 5.35
C28 0.44 -0.33 6.11
O2 1.76 -0.20 5.78
C29 0.25 0.03 7.55
C30 1.17 0.86 8.23
C31 1.03 1.05 9.61
C32 0.01 0.44 10.34
C33 -0.92 -0.36 9.66
C34 -0.83 -0.53 8.26
N5 -1.92 -1.09 10.38
O3 -1.96 -0.97 11.62
O4 -2.71 -1.82 9.74
N6 2.00 1.87 10.30
O5 2.86 2.47 9.63
O6 1.95 1.94 11.55
H36 1.98 1.34 7.69
H37 -0.07 0.57 11.42
H38 -1.57 -1.12 7.74


Entry 4:
Entry from OMol25: an isolated molecule of C17H23N3O2 (the ωB97M-V functional and the def2-TZVPD basis).

Computed properties:
**Kohn-Sham gap**: 8.173 eV
**Strongest force on any atom**: 0.011 Eh/bohr
**SMILES**: NC(=O)C1CCN(C(=O)CN2CCCc3ccccc32)CC1
**LUMO level**: 0.6 eV

Atoms and positions in Å:
N1 3.72 1.83 -0.21
C1 4.39 0.84 0.43
O1 5.59 0.84 0.53
C2 3.52 -0.29 0.98
C3 2.84 -1.06 -0.16
C4 1.94 -2.15 0.42
N2 0.98 -1.57 1.32
C5 -0.32 -1.28 1.04
O2 -1.03 -0.69 1.83
C6 -0.88 -1.75 -0.31
N3 -2.10 -1.05 -0.63
C7 -3.32 -1.64 -0.12
C8 -4.43 -0.61 0.05
C9 -4.53 0.22 -1.22
C10 -3.22 0.93 -1.41
C11 -3.17 2.22 -1.89
C12 -1.96 2.89 -2.04
C13 -0.80 2.25 -1.66
C14 -0.83 0.96 -1.16
C15 -2.04 0.26 -1.04
C16 1.60 -0.94 2.46
C17 2.47 0.22 1.98
H1 2.72 1.86 -0.25
H2 4.24 2.60 -0.57
H3 4.20 -0.97 1.50
H4 2.24 -0.38 -0.77
H5 3.60 -1.50 -0.81
H6 2.56 -2.86 0.99
H7 1.45 -2.72 -0.37
H8 -0.16 -1.60 -1.12
H9 -1.11 -2.82 -0.25
H10 -3.10 -2.10 0.85
H11 -3.65 -2.43 -0.81
H12 -5.36 -1.12 0.27
H13 -4.18 0.04 0.89
H14 -5.35 0.94 -1.15
H15 -4.73 -0.44 -2.07
H16 -4.09 2.72 -2.17
H17 -1.93 3.89 -2.43
H18 0.15 2.76 -1.75
H19 0.09 0.50 -0.85
H20 2.20 -1.68 2.99
H21 0.81 -0.58 3.12
H22 1.82 0.97 1.51
H23 2.97 0.69 2.83


Entry 5:
Entry from OMol25: an isolated molecule of CH5ClN2O at a distorted geometry (the ωB97M-V functional and the def2-TZVPD basis).

Computed properties:
**Kohn-Sham gap**: 10.188 eV
**Strongest force on any atom**: 0.068 Eh/bohr
**SMILES**: OCNNCl
**LUMO level**: 0.5 eV

Atoms and positions in Å:
O1 0.89 0.24 1.76
C1 0.46 -0.31 0.61
N1 -0.47 0.63 -0.05
N2 -0.93 0.11 -1.43
Cl1 0.52 -0.04 -2.51
H1 0.07 0.46 2.14
H2 -0.17 -1.20 0.89
H3 1.34 -0.69 0.04
H4 -0.30 1.66 -0.04
H5 -1.40 -0.85 -1.41


Entry 6:
Entry from OMol25: an isolated molecule of C4H7IO at a distorted geometry (the ωB97M-V functional and the def2-TZVPD basis).

Computed properties:
**Kohn-Sham gap (alpha / beta)**: 7.939 / 7.938 eV
**Strongest force on any atom**: 0.058 Eh/bohr
**SMILES**: CC(C)(I)C=O
**LUMO level (alpha / beta)**: -1.4 / -1.4 eV

Atoms and positions in Å:
C1 0.48 1.09 -0.98
C2 -0.07 0.07 -0.03
C3 0.23 0.02 1.41
I1 -2.71 0.38 -0.04
C4 -0.22 -1.35 -0.63
O1 -0.23 -2.33 0.02
H1 -0.10 1.94 -0.79
H2 0.17 0.62 -1.87
H3 1.58 1.07 -0.78
H4 0.88 -0.89 1.56
H5 0.78 0.85 1.79
H6 -0.59 -0.13 1.99
H7 -0.20 -1.33 -1.66